The following is a DFT calculation (the ωB97M-V functional and the def2-TZVPD basis) of a 2-piece molecular cluster, C4H12O overall in a non-equilibrium geometry.

Computed properties:
E_tot	-234.3642	Ha
LUMO energy (alpha / beta)	-3.17 / -10.62	eV
Kohn-Sham gap (alpha / beta)	12.06 / 4.42	eV
energy relative to the best compared isomer or geometry (same formula, charge and spin)	200.6	kJ/mol
spin multiplicity	2
total charge	+1

Geometry (Å):
O: 2.665 -2.708 0.623
C: 0.180 0.911 -0.737
C: -1.172 -0.755 0.825
C: 0.139 -0.034 0.622
C: -0.897 2.120 -0.882
H: 3.535 -2.816 0.088
H: -1.193 -1.454 -0.143
H: 1.972 -2.798 -0.012
H: 1.074 1.482 -0.955
H: -2.013 -0.024 0.857
H: 0.803 -0.950 0.649
H: 0.245 0.752 1.494
H: -0.767 2.918 -0.235
H: -0.162 0.369 -1.514
H: -1.934 1.650 -0.621
H: -1.465 -1.337 1.714
H: -1.011 2.673 -1.773